# 1
Computed, not measured: one molecule with the formula C14H19FN4O2S2 in a non-equilibrium geometry, with the ωB97M-V functional and the def2-TZVPD basis.

Each line ends with the natural charge from an NBO analysis.
Geometry (Å):
C1 -2.3907 2.6900 1.0231  -0.61
C2 -3.2329 2.2870 -0.1811  -0.43
C3 -4.3116 1.2627 0.1465  -0.28
C4 -5.1041 0.8419 -1.0787  -0.63
H1 -4.4314 0.4074 -1.8144  0.25
H2 -5.8631 0.1094 -0.8123  0.21
H3 -5.5949 1.7093 -1.5158  0.21
H4 -4.9805 1.6566 0.9191  0.22
S1 -3.6212 -0.2202 0.9864  0.23
C5 -2.4035 -0.7462 -0.1279  0.18
N1 -2.2479 -0.3797 -1.3731  -0.34
N2 -1.1688 -1.0174 -1.8475  -0.29
C6 -0.6851 -1.7722 -0.8998  0.28
N3 -1.4378 -1.6429 0.2343  -0.36
C7 -1.2798 -2.2856 1.5080  -0.43
H5 -1.9069 -1.7690 2.2335  0.23
H6 -0.2380 -2.2305 1.8255  0.25
H7 -1.5928 -3.3306 1.4459  0.20
C8 0.5916 -2.5272 -1.0167  -0.28
N4 1.7210 -1.6000 -1.0241  -0.83
S2 1.8858 -0.7765 0.4381  2.30
O1 0.9545 0.3102 0.5435  -0.93
O2 1.8646 -1.7705 1.4722  -0.95
C9 3.5390 -0.1369 0.2420  -0.36
C10 3.7219 1.1840 -0.1198  -0.15
C11 5.0065 1.6666 -0.3021  -0.28
C12 6.0703 0.7987 -0.1146  0.42
C13 5.8943 -0.5270 0.2513  -0.27
C14 4.6050 -0.9959 0.4302  -0.15
H8 4.4079 -2.0138 0.7238  0.24
H9 6.7539 -1.1630 0.3903  0.24
F1 7.3196 1.2593 -0.2916  -0.31
H10 5.1926 2.6913 -0.5818  0.24
H11 2.8569 1.8164 -0.2413  0.25
H12 1.6097 -0.9264 -1.7714  0.40
H13 0.7377 -3.1944 -0.1670  0.23
H14 0.6146 -3.0941 -1.9498  0.24
H15 -2.5895 1.8801 -0.9628  0.24
H16 -3.7400 3.1678 -0.5846  0.20
H17 -1.7509 1.8698 1.3408  0.22
H18 -3.0250 2.9812 1.8590  0.20
H19 -1.7509 3.5302 0.7651  0.21

Summary:
* orbital gap: 8.69 eV
* HOMO: -0.3019 Eh
* SMILES: CC[C@@H](C)Sc1nnc(CNS(=O)(=O)c2ccc(F)cc2)n1C
* calculated total energy: -49269.1956 eV
* multiplicity: 1

---

# 2
Computed, not measured: CFIN2O4 as an isolated structure in a non-equilibrium geometry, with the ωB97M-V functional and the def2-TZVPD basis.

Each line ends with the natural charge from an NBO analysis.
Geometry (Å):
C1 -0.3235 0.3604 0.1223  0.51
N1 1.1514 0.1995 0.4331  0.47
N2 -0.9799 -0.3704 -1.0124  0.46
O1 1.4229 0.6985 1.5400  -0.35
O2 1.8451 -0.3945 -0.2885  -0.26
O3 -2.1469 -0.6639 -0.9145  -0.31
O4 -0.2660 -0.5885 -1.9418  -0.30
F1 -0.9396 0.2181 1.3118  -0.27
I1 -0.2598 2.9437 -0.7562  0.07

Summary:
* orbital gap (spin up / spin down): 7.18 / 7.18 eV
* HOMO (spin up / spin down): -0.3981 / -0.3980 Eh
* relative energy (zero: lowest compared OMol25 entry of this formula, charge and spin): 29.6 kcal per mole
* calculated total energy: -23016.6625 eV
* multiplicity: 1

---

# 3
Computed, not measured: one molecule with the formula C6H6O, with the ωB97M-V functional and the def2-TZVPD basis.

Each line ends with the natural charge from an NBO analysis.
Geometry (Å):
C1 2.3121 0.5658 0.9186  -0.22
C2 1.1144 0.4445 0.9444  -0.05
C3 -0.3798 -0.0941 -1.5173  0.19
C4 -0.7890 0.9141 -0.4998  -0.59
C5 -0.3520 0.2899 0.8366  0.01
O1 -0.7151 -1.0691 0.6675  -0.51
C6 -0.4532 -1.3362 -0.7183  -0.30
H1 3.3735 0.6759 0.9094  0.24
H2 -1.8918 0.8399 -0.5871  0.27
H3 -0.5042 1.9516 -0.6829  0.25
H4 -0.8550 0.6756 1.7258  0.23
H5 0.4349 -1.9720 -0.8280  0.24
H6 -1.2948 -1.8859 -1.1689  0.25

Summary:
* orbital gap: 8.93 eV
* HOMO: -0.3341 Eh
* relative energy (zero: lowest compared OMol25 entry of this formula, charge and spin): 130.0 kcal per mole
* calculated total energy: -8360.8677 eV
* multiplicity: 1

---

# 4
Computed, not measured: one molecule with the formula C11H16O3 in a non-equilibrium geometry, with the ωB97M-V functional and the def2-TZVPD basis.

Each line ends with the natural charge from an NBO analysis.
Geometry (Å):
C1 3.1586 -1.3475 1.2344  -0.25
C2 1.5908 -0.5816 -0.3893  0.22
C3 0.7982 -1.6604 -0.5579  -0.25
C4 -0.5895 -1.5775 -0.9265  -0.28
C5 -1.1078 -0.2972 -1.1768  0.03
C6 -2.7012 -0.1336 -1.2156  -0.41
C7 -3.1953 -0.4160 0.3036  -0.42
C8 -2.3612 0.1302 1.3159  -0.08
C9 -0.2902 0.8011 -1.1551  -0.23
C10 0.9910 0.5841 -0.6819  0.26
C11 2.8607 2.1419 -0.3835  -0.25
H1 2.2193 -1.2774 1.7575  0.19
H2 3.5795 -2.3446 1.0325  0.19
H3 3.9304 -0.6750 1.7468  0.19
H4 1.0685 -2.7711 -0.3554  0.22
H5 -1.1932 -2.4430 -1.1269  0.21
H6 -2.9486 0.9084 -1.4006  0.21
H7 -3.1482 -0.6602 -2.0083  0.21
H8 -3.4279 -1.5170 0.3712  0.22
H9 -4.0915 0.1582 0.2886  0.21
H10 -2.7591 0.0109 2.3092  0.18
H11 -1.3740 -0.2492 1.2977  0.18
H12 -2.2931 2.0759 1.8544  0.47
H13 -0.6438 1.6260 -1.6650  0.23
H14 3.1550 2.3225 0.6656  0.17
H15 2.9737 3.1093 -0.9710  0.18
H16 3.5700 1.3907 -0.7146  0.20
O1 2.8781 -0.6921 -0.0590  -0.54
O2 -2.1717 1.5649 1.0515  -0.75
O3 1.5226 1.8190 -0.4417  -0.51

Summary:
* orbital gap: 8.76 eV
* HOMO: -0.2914 Eh
* relative energy (zero: lowest compared OMol25 entry of this formula, charge and spin): 86.1 kcal per mole
* SMILES: COc1ccc(CCCO)cc1OC
* calculated total energy: -17805.6393 eV
* multiplicity: 1

---

# 5
Computed, not measured: C17H31CaN3O3S2Si as an isolated structure in a non-equilibrium geometry, with the ωB97M-V functional and the def2-TZVPD basis.

Each line ends with the natural charge from an NBO analysis.
Geometry (Å):
Ca1 -1.6333 -0.4437 0.1032  1.79
C1 -4.3956 1.5469 -2.4772  -0.64
C2 -3.9308 1.1651 -1.0902  0.15
C3 -4.4695 2.1286 -0.0380  -0.64
O1 -2.4587 1.1534 -1.0454  -0.87
C4 -4.4270 -0.2603 -0.7013  0.76
O2 -5.5522 -0.5657 -1.0349  -0.63
O3 -3.5831 -0.9614 0.0036  -0.93
H1 -4.1814 2.6003 -2.6796  0.20
H2 -5.4660 1.3720 -2.5543  0.25
H3 -3.8941 0.9336 -3.2256  0.22
H4 -4.1134 3.1458 -0.2272  0.21
H5 -4.1765 1.8135 0.9667  0.20
H6 -5.5587 2.1305 -0.0784  0.25
H7 -2.1128 2.0221 -1.3285  0.52
C5 1.5241 -4.7833 -0.8165  -1.12
Si1 2.8614 -3.4871 -0.7625  1.65
C6 3.7490 -3.4620 0.8666  -1.12
C7 4.1042 -3.8808 -2.1047  -1.12
C8 2.1320 -1.8014 -1.2227  -0.52
C9 2.6408 -1.0631 -2.2795  -0.13
C10 2.0094 0.0960 -2.7453  -0.29
C11 0.8286 0.4530 -2.1541  0.05
N1 0.3086 -0.2108 -1.1050  -0.67
C12 0.9573 -1.2919 -0.5972  0.10
S1 0.3293 -1.9958 0.8857  -0.53
H8 1.9360 -5.7393 -1.1583  0.23
H9 0.7330 -4.4869 -1.5116  0.24
H10 1.0651 -4.9292 0.1633  0.25
H11 4.2092 -4.4387 1.0566  0.24
H12 3.0589 -3.2375 1.6817  0.25
H13 4.5447 -2.7093 0.8639  0.23
H14 4.4621 -4.9110 -1.9981  0.24
H15 4.9794 -3.2202 -2.0600  0.23
H16 3.6545 -3.7862 -3.0998  0.24
H17 3.5544 -1.3908 -2.7664  0.22
H18 2.4136 0.6740 -3.5661  0.22
H19 0.2577 1.3043 -2.5064  0.21
C13 -1.7660 1.3982 3.5439  -0.62
C14 -1.0908 2.5651 2.8473  -0.22
N2 -1.1923 2.4431 1.3781  -0.67
C15 -0.2058 2.8604 0.5126  0.34
S2 -0.5959 3.7526 -0.8716  -0.31
N3 1.0612 2.5284 0.7927  -0.59
C16 1.5337 1.3503 1.5434  -0.23
C17 2.5638 1.7018 2.6049  -0.61
H20 -1.7095 1.5143 4.6273  0.23
H21 -1.2856 0.4533 3.2798  0.21
H22 -2.8221 1.3360 3.2711  0.21
H23 -0.0469 2.6278 3.1263  0.21
H24 -1.5538 3.5045 3.1482  0.20
H25 -2.0877 2.7426 1.0223  0.42
H26 1.6994 2.8824 0.0973  0.42
H27 1.9632 0.6521 0.8266  0.22
H28 0.6822 0.8427 1.9770  0.21
H29 3.4372 2.1770 2.1533  0.21
H30 2.8980 0.7954 3.1135  0.23
H31 2.1575 2.3891 3.3496  0.20

Summary:
* orbital gap: 8.37 eV
* HOMO: -0.2948 Eh
* relative energy (zero: lowest compared OMol25 entry of this formula, charge and spin): 19.6 kcal per mole
* calculated total energy: -76737.3757 eV
* multiplicity: 1

---

# 6
Computed, not measured: one molecule with the formula C2H3F3N2O in a non-equilibrium geometry, with the ωB97M-V functional and the def2-TZVPD basis.

Each line ends with the natural charge from an NBO analysis.
Geometry (Å):
C1 -0.6597 0.6933 -0.2482  -0.04
C2 -1.9634 0.0138 0.0072  0.92
N1 1.6555 0.2951 -0.3879  0.04
N2 2.6085 -0.5227 0.1473  -0.64
O1 0.4669 0.0220 0.0054  -0.25
F1 -2.9237 0.7125 0.7396  -0.33
F2 -2.4827 -0.2656 -1.1908  -0.32
F3 -1.8347 -1.2271 0.6431  -0.34
H1 -0.7682 1.6808 -0.7687  0.20
H2 2.3307 -1.2168 0.7636  0.37
H3 3.5707 -0.1851 0.2894  0.40

Summary:
* orbital gap (spin up / spin down): 9.07 / 8.20 eV
* HOMO (spin up / spin down): -0.3090 / -0.2990 Eh
* relative energy (zero: lowest compared OMol25 entry of this formula, charge and spin): 114.2 kcal per mole
* calculated total energy: -15297.7619 eV
* multiplicity: 1